one | Here is the molecule C4H8N4O from OMol25. Energies are from wB97M-V/def2-TZVPD.

XYZ file:
```
17
Properties=species:S:1:pos:R:3
H -1.91 -1.42 3.64
H -2.35 0.34 2.85
H 0.28 1.01 -3.90
C 0.95 1.52 -3.21
H -0.59 0.14 3.48
C 0.12 -0.12 -0.18
H 1.34 -0.50 -2.50
H 0.55 -2.54 2.06
H 2.04 1.91 -3.75
C 0.18 -1.66 1.42
C -1.43 -0.47 2.99
H 0.50 2.47 -2.55
O -0.89 0.16 0.89
N 0.17 0.84 -1.08
N 1.23 0.59 -2.03
N -0.93 -0.99 1.59
N 0.74 -1.28 0.27
```

Its frontier orbital gap is 7.9 eV. The SMILES is CN/N=c1\ncn(C)o1. The LUMO energy is 0.360 eV. For the HOMO energy, the calculation gives -0.2770 Ha.

two | Here is the molecule C4H8N4O from OMol25. Energies are from wB97M-V/def2-TZVPD.

XYZ file:
```
17
Properties=species:S:1:pos:R:3
H -0.35 -2.30 0.91
N 0.49 -1.77 1.08
H -3.68 -1.01 -0.09
H 1.51 1.87 0.41
O 2.83 -0.93 -0.08
C 0.55 -0.53 0.51
H 1.36 -2.29 1.09
C -2.87 -0.31 -0.28
N -1.69 -0.69 0.00
N 2.19 1.23 0.02
H 0.22 1.66 -1.12
H 3.15 1.52 -0.06
C 1.94 -0.11 0.06
C -0.54 0.04 -0.11
N -0.57 1.37 -0.57
H -3.15 0.67 -0.66
H -1.40 1.57 -1.12
```

Its frontier orbital gap (spin up / spin down) is 7.6 / 7.6 eV. The SMILES is C=N/C(N)=C(\N)C(N)=O. The LUMO energy (spin up / spin down) is 0.297 / 0.297 eV. For the HOMO energy (spin up / spin down), the calculation gives -0.2698 / -0.2699 Ha.

Most stable to least stable, the ends of the list are two and one.

one | Here is a cluster of 2 separate species, CH8N5 in total from OMol25. Energies are from wB97M-V/def2-TZVPD.

XYZ file:
```
14
Properties=species:S:1:pos:R:3
N 0.07 -0.18 0.35
N 1.25 -2.00 -0.54
H 2.23 -2.14 -0.84
C 0.95 -0.66 -0.47
N -1.98 1.83 1.21
N 1.64 0.13 -1.29
H -1.90 2.87 1.46
H 1.32 0.99 -1.65
H 2.36 -0.49 -1.79
H 1.05 -2.50 0.31
H -2.23 1.27 2.08
H -2.43 0.43 0.13
H -0.35 -0.95 0.93
N -1.98 1.40 0.10
```

Its frontier orbital gap is 7.2 eV. As for the charge: +1. The LUMO energy is -5.617 eV. For the HOMO energy, the calculation gives -0.4722 Ha.

two | Here is a structure of composition CH8N5 from OMol25. Energies are from wB97M-V/def2-TZVPD.

XYZ file:
```
14
Properties=species:S:1:pos:R:3
C -1.16 0.04 -0.03
H -2.58 -1.38 0.03
N -2.42 -0.40 0.12
N 2.06 0.27 0.38
N -0.19 -0.85 0.14
N -1.01 1.32 -0.44
H 0.92 -0.40 0.26
H 3.03 -1.25 -0.57
H -0.04 1.77 -0.33
H 3.94 0.43 -0.32
N 3.05 -0.21 -0.10
H -3.19 0.18 -0.17
H -1.78 1.95 -0.54
H -0.52 -1.63 0.66
```

Its frontier orbital gap is 9.6 eV. As for the charge: +1. The LUMO energy is -4.084 eV. For the HOMO energy, the calculation gives -0.5025 Ha.

Most stable to least stable, the ends of the list are two and one.